Record 1
This record from the Open Molecules 2025 dataset describes a 2-piece molecular cluster, C5H10BNO3 overall at a distorted geometry. The level of theory is wB97M-V/def2-TZVPD.

The multiplicity is 1. The HOMO energy is -8.014 eV. The LUMO energy is 0.0067 Ha. The energy above the lowest of the compared OMol25 structures with the same formula, charge and spin is 2.7466 eV. For the total energy, the calculation gives -13655.34759 eV. The HOMO-LUMO gap comes out at 8.196 eV.

Last column: Mulliken charge in e.
Atoms and positions in Å:
B (2.405, 0.807, 0.194)  0.422
C (0.384, 1.712, 0.077)  0.147
C (-2.087, 1.128, 0.024)  0.550
C (3.563, 1.570, -0.655)  -1.039
C (-3.041, -0.903, -1.060)  -0.992
C (-3.029, 0.003, 0.267)  -0.696
N (-0.688, 0.818, 0.156)  -0.073
O (0.334, 2.903, -0.104)  -0.501
O (-2.407, 2.242, -0.266)  -0.530
O (2.377, -0.404, 0.722)  -0.468
H (4.494, 0.975, -0.931)  0.297
H (3.810, 2.471, -0.320)  0.389
H (3.185, 1.759, -1.624)  0.343
H (-3.384, -1.830, -0.865)  0.354
H (-2.041, -1.020, -1.491)  0.324
H (-3.881, -0.433, -1.697)  0.267
H (-2.785, -0.411, 1.304)  0.312
H (-4.002, 0.421, 0.414)  0.336
H (-0.518, -0.223, 0.404)  0.249
H (3.185, -0.889, 0.722)  0.310

***

Record 2
This record from the Open Molecules 2025 dataset describes a 2-piece molecular cluster, C9H14 overall at a distorted geometry. The level of theory is wB97M-V/def2-TZVPD.

The multiplicity is 1. The HOMO energy is -9.027 eV. The LUMO energy is 0.0373 Ha. The energy above the lowest of the compared OMol25 structures with the same formula, charge and spin is 0.5747 eV. For the total energy, the calculation gives -9559.60677 eV. The HOMO-LUMO gap comes out at 10.042 eV.

Last column: Mulliken charge in e.
Atoms and positions in Å:
C (-0.387, 3.457, -1.979)  -0.732
C (0.622, 2.861, -2.926)  -0.905
H (-0.758, 4.408, -2.373)  0.313
H (-1.132, 2.748, -1.631)  0.226
H (0.128, 3.860, -1.100)  0.237
H (0.259, 2.388, -3.843)  0.284
H (1.248, 2.051, -2.526)  0.284
H (1.368, 3.618, -3.185)  0.299
C (-1.078, 0.660, 2.086)  -1.302
C (0.898, -2.491, 1.263)  -0.375
C (0.543, -2.670, -0.066)  -0.522
C (0.434, -1.390, 1.975)  -0.530
C (-0.250, -0.362, 1.341)  0.815
C (-0.108, -1.629, -0.709)  -0.429
C (-0.488, -0.481, -0.039)  -0.320
H (1.572, -3.180, 1.762)  0.351
H (0.877, -3.531, -0.621)  0.363
H (0.825, -1.306, 2.980)  0.269
H (-0.288, -1.698, -1.782)  0.336
H (-2.123, 0.369, 2.050)  0.290
H (-0.996, 1.671, 1.692)  0.340
H (-1.057, 0.343, -0.456)  0.329
H (-0.721, 0.703, 3.110)  0.380

***

Record 3
This record from the Open Molecules 2025 dataset describes a single C5H10N2O molecule at a distorted geometry. The level of theory is wB97M-V/def2-TZVPD.

The multiplicity is 1. The HOMO energy is -8.219 eV. The LUMO energy is 0.0316 Ha. The energy above the lowest of the compared OMol25 structures with the same formula, charge and spin is 4.7423 eV. For the total energy, the calculation gives -10370.56288 eV. The HOMO-LUMO gap comes out at 9.078 eV.

Last column: Mulliken charge in e.
Atoms and positions in Å:
C (1.386, 1.865, 1.097)  -0.878
C (0.375, -1.034, 0.953)  -1.190
N (0.467, 1.499, 0.033)  -0.096
C (-0.123, -0.031, -0.023)  0.310
C (-1.111, 0.014, -0.867)  -0.295
C (-1.913, -1.452, -1.108)  -0.047
O (0.860, 2.081, -1.181)  -0.405
N (-1.449, -2.629, -0.985)  -0.587
H (1.624, 1.548, -1.471)  0.323
H (-2.156, -3.349, -1.176)  0.244
H (-1.427, 0.756, -1.581)  0.404
H (-2.937, -1.275, -1.482)  0.335
H (1.638, 2.932, 1.048)  0.282
H (0.927, 1.672, 2.070)  0.330
H (2.325, 1.298, 1.029)  0.320
H (-0.158, -1.986, 0.878)  0.393
H (0.234, -0.683, 1.980)  0.299
H (1.440, -1.224, 0.788)  0.258

***

Record 4
This record from the Open Molecules 2025 dataset describes C3H9NO2 as an isolated structure at a distorted geometry. The level of theory is wB97M-V/def2-TZVPD.

The multiplicity is 1. The HOMO energy is -9.013 eV. The LUMO energy is 0.0350 Ha. The energy above the lowest of the compared OMol25 structures with the same formula, charge and spin is 4.4198 eV. For the total energy, the calculation gives -8838.53538 eV. The HOMO-LUMO gap comes out at 9.965 eV.

Last column: Mulliken charge in e.
Atoms and positions in Å:
C (1.480, -0.094, -0.764)  -0.062
C (-0.728, -0.543, 1.068)  -0.315
C (-0.717, 1.619, -0.712)  -0.661
N (-0.298, -1.838, 0.926)  -0.349
O (1.879, 0.390, 0.326)  -0.520
O (-0.668, 0.220, -0.581)  -0.464
H (1.196, -1.156, -0.900)  0.166
H (2.065, 0.160, -1.669)  0.331
H (0.532, -2.098, 1.443)  0.246
H (-0.812, -2.423, 0.282)  0.215
H (-1.798, -0.466, 1.256)  0.263
H (-0.080, 0.081, 1.676)  0.349
H (0.291, 2.036, -0.820)  0.256
H (-1.152, 1.965, -1.654)  0.288
H (-1.189, 2.146, 0.123)  0.257

***

Record 5
This record from the Open Molecules 2025 dataset describes a single C3H6N2O molecule. The level of theory is wB97M-V/def2-TZVPD.

The multiplicity is 1. The HOMO energy is -8.691 eV. The LUMO energy is 0.0027 Ha. The energy above the lowest of the compared OMol25 structures with the same formula, charge and spin is 4.6812 eV. For the total energy, the calculation gives -8232.01756 eV. The HOMO-LUMO gap comes out at 8.766 eV.

Last column: Mulliken charge in e.
Atoms and positions in Å:
N (-0.406, 1.925, -0.124)  -0.608
C (-0.349, 0.530, -0.453)  -0.377
C (1.048, -1.534, -1.145)  -0.333
O (0.316, -1.658, -0.042)  -0.286
C (0.039, -0.436, 0.631)  0.584
N (0.126, -0.231, 1.863)  -0.604
H (-1.353, 2.242, 0.025)  0.256
H (0.138, 2.102, 0.714)  0.268
H (-1.274, 0.181, -0.932)  0.366
H (0.733, -2.418, -1.744)  0.130
H (0.446, 0.303, -1.177)  0.336
H (0.535, -1.006, 2.383)  0.267

***

Record 6
This record from the Open Molecules 2025 dataset describes a 2-piece molecular cluster, C5H9NO3 overall at a distorted geometry. The level of theory is wB97M-V/def2-TZVPD.

The multiplicity is 1. The HOMO energy is -9.268 eV. The LUMO energy is 0.0228 Ha. The energy above the lowest of the compared OMol25 structures with the same formula, charge and spin is 2.2702 eV. For the total energy, the calculation gives -12962.43603 eV. The HOMO-LUMO gap comes out at 9.889 eV.

Last column: Mulliken charge in e.
Atoms and positions in Å:
C (-0.729, 0.052, 2.075)  -0.962
N (-0.649, 0.220, 0.646)  0.176
C (0.091, 1.271, 0.021)  -0.223
C (1.228, 0.875, -0.890)  -0.576
C (-0.159, 1.051, -1.436)  -0.004
O (-0.940, -0.121, -1.551)  -0.381
C (-1.219, -0.631, -0.239)  0.623
O (-2.085, -1.455, -0.029)  -0.606
H (-1.566, -0.611, 2.319)  0.346
H (0.213, -0.360, 2.466)  0.296
H (-0.933, 1.015, 2.560)  0.302
H (0.068, 2.252, 0.499)  0.368
H (1.946, 1.652, -1.156)  0.301
H (1.615, -0.144, -0.817)  -0.039
H (-0.426, 1.836, -2.140)  0.362
O (0.907, -2.581, -0.732)  -0.639
H (1.230, -2.127, -1.589)  0.335
H (1.407, -2.194, -0.006)  0.320

***

Record 7
This record from the Open Molecules 2025 dataset describes C44H48As2BCsN7Si as an isolated structure at a distorted geometry. The level of theory is wB97M-V/def2-TZVPD.

The multiplicity is 1. As for the total charge: -1. The HOMO energy is -4.001 eV. The LUMO energy is 0.0744 Ha. The energy above the lowest of the compared OMol25 structures with the same formula, charge and spin is 0.2377 eV. For the total energy, the calculation gives -187621.79991 eV. The HOMO-LUMO gap comes out at 6.025 eV.

Last column: Mulliken charge in e.
Atoms and positions in Å:
Cs (1.295, 0.950, -0.075)  1.404
C (3.739, -2.122, -2.679)  -0.839
C (2.801, -1.215, -3.198)  -0.591
N (2.991, 0.010, -2.729)  -0.659
N (4.053, -0.073, -1.894)  1.125
C (4.520, -1.338, -1.859)  -0.525
B (4.722, 1.176, -1.210)  -0.807
N (4.460, 1.195, 0.342)  1.046
C (4.914, 0.310, 1.254)  -0.575
C (4.417, 0.654, 2.491)  -0.644
C (3.654, 1.802, 2.233)  -0.094
N (3.684, 2.124, 0.947)  -0.702
N (4.229, 2.469, -1.852)  -0.024
C (4.985, 3.358, -2.527)  -0.409
C (4.170, 4.371, -2.975)  -0.937
C (2.897, 3.999, -2.510)  -0.343
N (2.936, 2.859, -1.844)  0.133
H (3.827, -3.179, -2.864)  0.450
H (2.000, -1.398, -3.899)  0.722
H (5.387, -1.581, -1.265)  0.412
H (5.916, 1.076, -1.375)  -0.144
H (5.564, -0.498, 0.956)  0.372
H (4.560, 0.153, 3.433)  0.464
H (3.056, 2.387, 2.915)  0.279
H (6.045, 3.193, -2.630)  0.392
H (4.450, 5.242, -3.542)  0.376
H (1.955, 4.514, -2.630)  0.410
C (-2.623, -2.310, -0.172)  -1.346
C (-2.636, -2.073, -1.678)  -1.400
As (-0.908, -1.386, -2.382)  0.697
C (-1.281, -1.425, -4.296)  0.198
C (-0.569, -0.520, -5.079)  -0.709
C (-0.762, -0.467, -6.454)  -0.699
C (-1.678, -1.315, -7.058)  -0.458
C (-2.397, -2.217, -6.286)  -0.677
C (-2.197, -2.274, -4.914)  -0.075
C (0.118, -3.035, -2.156)  0.165
C (0.335, -3.971, -3.159)  -0.194
C (1.118, -5.093, -2.915)  -0.717
C (1.690, -5.290, -1.667)  -0.628
C (1.485, -4.354, -0.662)  -0.710
C (0.711, -3.231, -0.909)  -0.102
As (-1.811, -0.772, 0.806)  1.641
C (-2.471, -1.209, 2.588)  0.168
C (-3.024, -0.236, 3.414)  -0.266
C (-3.379, -0.540, 4.720)  -0.601
C (-3.177, -1.818, 5.219)  -0.549
C (-2.607, -2.789, 4.408)  -0.603
C (-2.250, -2.482, 3.103)  -0.613
C (-3.189, 0.498, 0.235)  0.356
C (-2.788, 1.605, -0.500)  -0.277
C (-3.718, 2.514, -0.989)  -0.708
C (-5.068, 2.317, -0.745)  -0.576
C (-5.482, 1.207, -0.018)  -0.757
C (-4.549, 0.301, 0.463)  -0.519
H (-2.021, -3.189, 0.071)  0.652
H (-3.635, -2.488, 0.198)  0.625
H (-3.371, -1.308, -1.942)  0.532
H (-2.889, -2.991, -2.211)  0.650
H (0.145, 0.152, -4.613)  0.477
H (-0.196, 0.239, -7.048)  0.401
H (-1.833, -1.272, -8.129)  0.357
H (-3.114, -2.881, -6.754)  0.403
H (-2.759, -2.990, -4.327)  0.236
H (-0.096, -3.824, -4.142)  0.338
H (1.285, -5.812, -3.709)  0.387
H (2.304, -6.162, -1.481)  0.364
H (1.942, -4.487, 0.311)  0.483
H (0.587, -2.493, -0.122)  0.413
H (-3.153, 0.774, 3.047)  0.096
H (-3.797, 0.233, 5.354)  0.410
H (-3.442, -2.053, 6.243)  0.358
H (-2.420, -3.783, 4.796)  0.397
H (-1.775, -3.245, 2.494)  0.286
H (-1.734, 1.781, -0.673)  0.547
H (-3.383, 3.379, -1.550)  0.399
H (-5.798, 3.024, -1.119)  0.368
H (-6.537, 1.052, 0.178)  0.374
H (-4.881, -0.558, 1.036)  0.324
C (-0.487, 4.084, 0.696)  -0.768
Si (-0.710, 3.162, 2.332)  -0.087
C (0.344, 4.168, 3.539)  -1.219
C (-2.515, 3.405, 2.852)  -0.933
N (-0.213, 1.550, 2.131)  0.523
C (0.213, 0.708, 3.108)  0.470
C (-0.030, 0.903, 4.497)  -0.304
C (0.431, 0.038, 5.469)  -0.780
C (1.164, -1.100, 5.141)  -0.954
C (1.393, -1.347, 3.795)  -0.921
C (0.925, -0.491, 2.812)  0.825
H (-0.851, 5.110, 0.810)  0.343
H (-1.010, 3.659, -0.161)  0.140
H (0.574, 4.153, 0.438)  0.193
H (0.006, 5.210, 3.540)  0.420
H (1.390, 4.169, 3.217)  0.288
H (0.314, 3.808, 4.567)  0.336
H (-2.770, 4.470, 2.871)  0.464
H (-2.696, 3.003, 3.853)  0.258
H (-3.205, 2.914, 2.160)  0.141
H (-0.624, 1.757, 4.802)  0.333
H (0.205, 0.251, 6.510)  0.347
H (1.527, -1.773, 5.907)  0.356
H (1.949, -2.229, 3.492)  0.445
H (1.126, -0.753, 1.781)  -1.125

***

Record 8
This record from the Open Molecules 2025 dataset describes a single CH4ClN molecule at a distorted geometry. The level of theory is wB97M-V/def2-TZVPD.

The multiplicity is 1. The HOMO energy is -9.479 eV. The LUMO energy is 0.0355 Ha. The energy above the lowest of the compared OMol25 structures with the same formula, charge and spin is 0.8499 eV. For the total energy, the calculation gives -15113.50941 eV. The HOMO-LUMO gap comes out at 10.446 eV.

Last column: Mulliken charge in e.
Atoms and positions in Å:
C (-0.430, 0.497, -0.065)  -0.160
N (0.350, -0.597, -0.017)  -0.375
Cl (-2.256, -0.102, 0.021)  -0.290
H (-0.383, 1.105, -0.983)  0.215
H (-0.134, 1.375, 0.822)  0.224
H (0.998, -0.630, 0.772)  0.200
H (0.398, -1.446, -0.590)  0.186